Entry 1:
{
  "formula": "C22H22FN4O",
  "method": "ωB97M-V/def2-TZVPD",
  "e_homo_ev": -11.02,
  "smiles": "N#Cc1c[nH]c2c(C(=O)N3CC[NH+](CCc4ccc(F)cc4)CC3)cccc12",
  "total_charge": 1,
  "e_tot_ev": -33891.02983,
  "multiplicity": 1,
  "lumo_energy_ev": -2.6,
  "elements": ["N", "C", "C", "C", "N", "C", "C", "C", "O", "N", "C", "C", "N", "C", "C", "C", "C", "C", "C", "F", "C", "C", "C", "C", "C", "C", "C", "C", "H", "H", "H", "H", "H", "H", "H", "H", "H", "H", "H", "H", "H", "H", "H", "H", "H", "H", "H", "H", "H", "H"],
  "coordinates": [[-2.10730, -1.07833, -7.06379], [-2.14013, -0.68803, -5.98687], [-2.14258, -0.21294, -4.66670], [-3.18755, 0.35819, -3.98306], [-2.78484, 0.70103, -2.72999], [-1.48272, 0.35113, -2.56297], [-0.63774, 0.51180, -1.45649], [-1.21631, 1.08831, -0.23112], [-2.37070, 0.87834, 0.09587], [-0.42226, 1.86915, 0.58132], [0.88356, 2.40689, 0.31119], [1.90160, 1.76059, 1.28768], [1.14419, 0.96592, 2.27705], [1.97411, 0.15340, 3.19721], [1.23496, -1.15294, 3.52447], [0.73131, -1.78247, 2.24789], [-0.58836, -1.58504, 1.84034], [-1.04418, -2.08795, 0.63388], [-0.15858, -2.78100, -0.17274], [-0.57858, -3.24412, -1.35357], [1.15460, -3.00440, 0.21251], [1.59289, -2.50008, 1.42243], [0.14641, 1.83110, 2.94275], [-0.90876, 2.24547, 1.89066], [0.64368, -0.02126, -1.57260], [1.08490, -0.62313, -2.74772], [0.27298, -0.72341, -3.86003], [-1.02544, -0.23758, -3.76848], [-4.19038, 0.53744, -4.31936], [-3.37087, 1.07476, -1.99906], [1.15968, 2.22629, -0.72665], [0.85242, 3.49083, 0.46893], [2.58819, 1.09773, 0.75783], [2.48787, 2.51784, 1.81065], [0.58995, 0.26334, 1.73552], [2.19860, 0.72722, 4.09706], [2.91301, -0.08086, 2.69214], [1.92722, -1.82230, 4.03405], [0.40098, -0.96260, 4.20082], [-1.28695, -1.07045, 2.48507], [-2.06441, -1.94213, 0.31933], [1.80988, -3.56886, -0.43062], [2.61049, -2.67861, 1.73603], [-0.31859, 1.28178, 3.76115], [0.66217, 2.69897, 3.35770], [-1.86082, 1.73094, 2.04023], [-1.09325, 3.32297, 1.93866], [1.30767, -0.02997, -0.72026], [2.08527, -1.02611, -2.77971], [0.62269, -1.18686, -4.76864]],
  "forces_ev_per_angstrom": [[0.04, -0.17, -0.42], [-0.12, -0.07, -0.30], [-0.23, 0.36, 0.79], [0.18, -0.17, -0.44], [-0.36, 0.16, 0.10], [0.71, -0.20, -0.06], [0.04, -0.23, -0.39], [0.18, 0.13, 0.26], [-0.34, -0.07, -0.16], [-0.11, 0.07, 0.08], [0.19, 0.17, -0.19], [0.29, 0.32, -0.58], [-0.04, -0.27, -0.11], [0.33, -0.41, 0.50], [-0.05, 0.03, -0.18], [-0.07, -0.06, 0.20], [0.14, -0.21, 0.00], [0.07, -0.18, -0.26], [-0.01, 0.04, 0.22], [0.03, 0.02, 0.09], [-0.16, -0.03, -0.14], [-0.13, 0.08, -0.02], [-0.50, 0.35, 0.28], [-0.39, -0.08, -0.03], [-0.29, 0.19, 0.03], [0.17, -0.09, -0.07], [-0.09, 0.08, 0.15], [-0.20, 0.17, 0.37], [-0.16, 0.03, -0.03], [0.05, -0.09, -0.05], [0.04, 0.05, 0.16], [0.03, -0.10, -0.03], [-0.08, -0.06, 0.15], [-0.03, -0.14, 0.08], [0.26, 0.31, 0.07], [-0.01, 0.09, -0.12], [-0.10, 0.11, -0.05], [0.01, 0.08, 0.07], [0.01, 0.00, 0.06], [-0.09, 0.10, 0.11], [-0.12, 0.03, -0.08], [0.07, -0.07, -0.10], [0.15, -0.04, 0.03], [0.12, -0.03, -0.04], [0.10, -0.16, -0.01], [0.19, 0.11, 0.07], [0.04, -0.08, 0.03], [0.06, 0.04, 0.10], [0.10, -0.05, -0.02], [0.06, -0.06, -0.11]]
}

***

Entry 2:
{
  "formula": "C22H22GaN",
  "method": "ωB97M-V/def2-TZVPD",
  "e_homo_ev": [-15.13, -15.08],
  "total_charge": 2,
  "e_tot_ev": -77020.04363,
  "multiplicity": 1,
  "lumo_energy_ev": [-9.6, -9.6],
  "elements": ["Ga", "C", "C", "C", "C", "C", "C", "C", "C", "C", "H", "H", "H", "H", "H", "H", "H", "H", "H", "H", "H", "H", "N", "C", "C", "C", "C", "C", "C", "C", "C", "C", "C", "C", "C", "C", "H", "H", "H", "H", "H", "H", "H", "H", "H", "H"],
  "coordinates": [[0.69552, -0.54311, -1.91292], [-1.95018, -2.83276, -0.38421], [-1.69665, -1.68169, -1.31486], [-1.24080, -1.91072, -2.62197], [-1.03903, -0.84444, -3.53208], [-0.67335, -1.09007, -4.97422], [-1.21480, 0.47370, -3.05496], [-1.68446, 0.72961, -1.75097], [-1.93737, 2.13383, -1.28808], [-1.91103, -0.36268, -0.90657], [-1.03367, -3.10412, 0.14075], [-2.28266, -3.71461, -0.92980], [-2.69996, -2.57638, 0.36230], [-1.13736, -2.92870, -2.98129], [0.40747, -1.10940, -5.12115], [-1.06765, -0.29926, -5.60915], [-1.05917, -2.04990, -5.31220], [-1.09687, 1.29748, -3.75015], [-1.02470, 2.58083, -0.89526], [-2.68332, 2.15169, -0.49475], [-2.28547, 2.75793, -2.11069], [-2.30542, -0.18094, 0.08761], [1.21462, -0.97242, -0.08949], [1.15270, -0.13990, 0.87774], [1.38549, -0.85916, 2.16214], [2.31470, -0.31971, 3.06482], [2.54441, -0.97688, 4.25412], [1.90700, -2.19258, 4.51859], [0.99911, -2.73120, 3.61768], [0.74860, -2.07777, 2.42375], [1.03392, 1.32575, 0.82071], [1.62669, 2.05477, -0.21267], [1.49969, 3.43361, -0.24053], [0.76593, 4.07800, 0.75319], [0.18378, 3.35133, 1.78426], [0.33435, 1.97296, 1.83649], [2.83051, 0.60498, 2.83843], [3.22335, -0.55137, 4.98128], [2.14430, -2.73073, 5.42677], [0.50291, -3.66729, 3.83780], [0.05498, -2.48897, 1.70761], [2.26095, 1.56086, -0.94164], [1.98759, 4.00949, -1.01577], [0.67409, 5.15674, 0.73839], [-0.37009, 3.86041, 2.56186], [-0.09864, 1.40276, 2.64908]],
  "forces_ev_per_angstrom": [[-1.10, 0.18, 0.58], [-0.04, 0.07, -0.11], [-0.15, -0.16, 0.13], [0.23, -0.13, -0.01], [0.48, -0.18, -0.32], [-0.01, -0.06, 0.11], [0.06, 0.36, 0.21], [0.00, 0.08, 0.06], [-0.13, -0.07, -0.08], [-0.08, 0.07, 0.00], [0.05, -0.01, -0.06], [-0.01, 0.02, -0.01], [0.01, 0.02, -0.02], [0.09, 0.01, 0.03], [0.03, -0.01, -0.01], [-0.05, -0.01, 0.01], [-0.04, 0.01, 0.01], [0.10, 0.01, 0.04], [0.10, 0.01, 0.03], [0.01, -0.02, -0.02], [0.01, -0.02, 0.01], [0.08, 0.01, 0.00], [0.08, -0.37, -0.52], [0.51, -0.12, -0.32], [-0.03, 0.11, 0.13], [-0.35, 0.08, -0.10], [0.03, -0.30, 0.11], [0.13, 0.14, 0.00], [0.10, -0.05, -0.05], [0.10, 0.28, 0.09], [-0.05, -0.16, 0.04], [-0.04, 0.01, 0.00], [-0.08, 0.03, 0.00], [0.05, 0.01, -0.01], [0.01, 0.00, 0.03], [-0.06, 0.13, -0.01], [-0.06, 0.00, 0.02], [0.05, -0.07, -0.05], [-0.10, 0.07, 0.06], [0.03, 0.02, 0.00], [-0.04, 0.03, 0.02], [0.06, -0.01, -0.01], [0.01, -0.01, 0.02], [-0.01, -0.03, -0.01], [0.00, 0.00, -0.02], [0.02, 0.01, -0.01]]
}

***

Entry 3:
{
  "formula": "C22H22IrN2O6S4",
  "method": "ωB97M-V/def2-TZVPD",
  "e_homo_ev": [-8.00, -7.85],
  "e_tot_ev": -84615.74099,
  "de_lowest_kcal_mol": 0.0,
  "s_squared": 0.76,
  "multiplicity": 2,
  "lumo_energy_ev": [-0.5, -2.5],
  "elements": ["Ir", "C", "N", "C", "C", "N", "C", "C", "C", "C", "C", "C", "C", "S", "C", "C", "C", "C", "C", "C", "S", "H", "H", "H", "H", "H", "H", "H", "H", "H", "H", "H", "H", "H", "H", "H", "H", "H", "H", "O", "S", "O", "O", "C", "C", "C", "C", "C", "C", "S", "O", "O", "O", "H", "H", "H", "H"],
  "coordinates": [[0.55284, 0.24451, -0.48912], [-2.12362, 0.32603, 0.95803], [-1.57799, 0.81295, -0.32995], [-2.62954, 0.57711, -1.39663], [-3.00703, -0.86810, -1.63699], [-1.84223, -1.57714, -2.10332], [-1.63372, -1.54077, -3.54596], [-1.55792, -2.82410, -1.51302], [-2.48820, -3.83367, -1.31162], [-2.09803, -5.03876, -0.74243], [-0.77337, -5.24952, -0.38082], [0.16074, -4.24417, -0.56438], [-0.23177, -3.02221, -1.11202], [0.99369, -1.78815, -1.29398], [-1.41298, 2.28123, -0.38021], [-2.12471, 3.13685, 0.43703], [-1.97111, 4.50943, 0.28898], [-1.11029, 5.01074, -0.67392], [-0.38363, 4.14695, -1.48049], [-0.53337, 2.77384, -1.34592], [0.43906, 1.63886, -2.29562], [-3.18305, 0.57720, 1.04679], [-1.58173, 0.77034, 1.78767], [-1.99841, -0.75319, 1.00056], [-2.26659, 1.03391, -2.31397], [-3.50378, 1.13892, -1.05559], [-3.83915, -0.89167, -2.35536], [-3.37439, -1.32142, -0.71478], [-2.36956, -2.15443, -4.08485], [-0.63394, -1.90343, -3.78334], [-1.69683, -0.51203, -3.89961], [-3.51721, -3.67889, -1.61372], [-2.82948, -5.82204, -0.59213], [-0.47169, -6.19129, 0.05700], [1.18939, -4.38540, -0.25815], [-2.78541, 2.74995, 1.20077], [-2.51521, 5.18156, 0.93855], [-0.97820, 6.07926, -0.77997], [0.33166, 4.53041, -2.19581], [0.80799, 1.68017, 1.14725], [1.07146, 0.65635, 2.20035], [0.42196, 0.89073, 3.44988], [0.68312, -0.62578, 1.52689], [2.81346, 0.55672, 2.52335], [3.12363, 0.22464, 3.83659], [4.44155, 0.02623, 4.21491], [5.44948, 0.15891, 3.27752], [5.14247, 0.49506, 1.96709], [3.82834, 0.69987, 1.57134], [3.61097, 1.18441, -0.14729], [4.86399, 0.90224, -0.78181], [3.12766, 2.53104, -0.16142], [2.59302, 0.18889, -0.67866], [2.32423, 0.13191, 4.55696], [4.67095, -0.22964, 5.24051], [6.48259, 0.00413, 3.55943], [5.91991, 0.60446, 1.22545]],
  "forces_ev_per_angstrom": [[0.22, -0.06, 0.25], [0.06, 0.01, 0.05], [-0.04, -0.12, -0.11], [0.07, 0.00, 0.10], [0.12, 0.07, 0.13], [-0.27, -0.26, -0.30], [0.04, 0.06, 0.09], [0.24, 0.17, 0.12], [-0.04, 0.01, -0.02], [0.00, 0.00, 0.00], [-0.01, 0.02, 0.00], [0.01, -0.01, 0.02], [-0.08, 0.02, 0.12], [-0.16, 0.15, -0.40], [-0.01, 0.04, 0.02], [-0.02, 0.00, 0.00], [-0.01, 0.01, 0.00], [0.01, -0.01, -0.01], [-0.02, 0.02, 0.01], [0.01, -0.02, -0.04], [-0.13, -0.02, -0.01], [0.00, -0.01, 0.00], [-0.02, 0.00, -0.02], [-0.02, 0.00, 0.02], [0.08, -0.03, -0.02], [-0.03, 0.02, -0.09], [0.00, 0.03, 0.01], [0.03, -0.04, -0.03], [-0.01, 0.02, -0.01], [0.00, -0.01, 0.00], [0.00, 0.02, 0.01], [0.00, -0.01, 0.00], [0.00, 0.00, 0.00], [0.00, 0.00, 0.00], [0.00, 0.01, -0.01], [0.00, 0.02, -0.01], [0.00, 0.00, 0.00], [0.00, 0.00, 0.00], [0.00, 0.00, 0.00], [0.00, 0.12, -0.07], [-0.01, -0.10, 0.02], [-0.06, 0.01, -0.05], [0.15, -0.01, -0.01], [0.00, 0.01, 0.03], [0.01, 0.04, -0.02], [0.02, 0.00, 0.00], [0.00, 0.00, 0.01], [-0.03, 0.03, 0.00], [-0.03, -0.01, 0.01], [0.09, 0.20, -0.06], [-0.04, -0.04, 0.01], [-0.02, 0.00, 0.05], [-0.14, -0.34, 0.21], [0.00, -0.01, -0.01], [0.01, 0.00, 0.00], [0.00, 0.00, 0.00], [0.00, -0.01, -0.01]]
}

***

Entry 4:
{
  "formula": "C22H22N4O2Pd",
  "method": "ωB97M-V/def2-TZVPD",
  "e_homo_ev": [-7.76, -7.76],
  "e_tot_ev": -36703.31864,
  "multiplicity": 1,
  "lumo_energy_ev": [-1.2, -1.3],
  "elements": ["Pd", "O", "C", "C", "C", "C", "C", "C", "C", "O", "N", "N", "C", "C", "C", "C", "C", "C", "N", "H", "H", "H", "H", "H", "H", "H", "H", "H", "H", "C", "N", "C", "C", "C", "C", "C", "C", "C", "C", "H", "H", "H", "H", "H", "H", "H", "H", "H", "H", "H", "H"],
  "coordinates": [[0.03144, 0.41063, -0.42599], [3.78964, -2.67617, -0.66819], [4.37724, -2.25987, 0.46371], [5.49624, -2.95087, 0.93251], [6.11884, -2.56467, 2.09981], [5.65284, -1.46967, 2.81941], [4.55984, -0.76827, 2.36421], [3.90334, -1.14997, 1.19081], [2.73344, -0.39967, 0.72891], [2.09084, -0.75387, -0.30829], [2.39504, 0.67303, 1.45681], [1.39164, 1.36333, 1.00151], [0.92114, 2.47083, 1.49501], [-0.10846, 3.13423, 0.75081], [-0.84816, 4.20283, 1.27831], [-1.81026, 4.81393, 0.50881], [-2.02276, 4.34973, -0.79109], [-1.29116, 3.26823, -1.23719], [-0.35456, 2.66843, -0.50629], [3.03094, -2.06567, -0.83729], [5.85304, -3.78967, 0.35441], [6.97884, -3.11167, 2.45561], [6.14784, -1.16737, 3.72951], [4.18304, 0.08783, 2.90201], [1.30514, 2.90623, 2.41301], [-0.65996, 4.51643, 2.29391], [-2.38436, 5.64183, 0.90011], [-2.74516, 4.82033, -1.43609], [-1.43986, 2.86943, -2.23459], [-0.69376, -2.53187, -0.56519], [-1.48416, -2.51927, -1.77209], [-2.75636, -3.18917, -1.60209], [-1.61236, -1.19087, -2.35989], [-2.51656, -0.27887, -1.53599], [-3.86466, -0.13507, -1.84319], [-4.69376, 0.61583, -1.02789], [-4.20036, 1.19153, 0.12901], [-2.85696, 1.04633, 0.45131], [-2.01836, 0.33483, -0.38989], [-0.56856, -3.55987, -0.22839], [-1.15776, -1.95237, 0.27021], [0.30094, -2.12827, -0.79089], [-2.56916, -4.21557, -1.29149], [-3.28056, -3.20847, -2.55599], [-3.40336, -2.70907, -0.85389], [-2.01526, -1.31197, -3.37149], [-0.58586, -0.76007, -2.44309], [-4.26326, -0.60077, -2.73459], [-5.72906, 0.75583, -1.30259], [-4.85476, 1.75903, 0.77541], [-2.47156, 1.51813, 1.34871]],
  "forces_ev_per_angstrom": [[-1.93, -0.35, -0.39], [-0.06, 0.00, -0.12], [-0.05, 0.25, 0.24], [-0.06, -0.09, -0.14], [-0.09, 0.05, -0.11], [0.04, 0.09, 0.15], [0.06, -0.11, -0.03], [0.10, -0.19, -0.03], [-0.88, 0.53, -0.39], [0.27, -0.17, -0.22], [1.17, 0.56, 1.80], [-0.73, 0.75, -0.39], [1.39, -1.30, 0.51], [-0.93, 0.24, -0.99], [0.42, -0.33, 0.01], [-0.04, -0.17, -0.55], [0.01, 0.28, 0.34], [0.19, 0.03, -0.17], [-0.23, 0.00, 0.80], [0.14, -0.10, 0.08], [0.02, -0.09, -0.04], [0.09, -0.08, 0.00], [0.04, 0.02, 0.08], [-0.02, 0.02, 0.00], [0.10, 0.03, 0.02], [0.07, 0.06, 0.07], [-0.04, 0.01, 0.01], [-0.12, 0.00, -0.10], [-0.08, -0.04, 0.08], [0.00, 0.29, 0.08], [0.09, 0.01, -0.15], [0.06, -0.01, 0.02], [0.09, 0.14, 0.06], [0.32, -0.14, -0.07], [0.06, 0.03, 0.04], [-0.20, 0.01, -0.10], [0.09, -0.15, 0.08], [0.25, 0.08, 0.25], [0.93, 0.37, -0.64], [0.07, -0.01, 0.09], [0.17, -0.20, -0.19], [-0.08, -0.10, 0.15], [-0.04, -0.06, 0.01], [-0.11, -0.02, -0.05], [-0.04, -0.04, 0.00], [0.07, 0.13, 0.07], [-0.54, -0.23, -0.11], [0.00, -0.05, -0.10], [-0.10, -0.02, 0.01], [-0.01, 0.05, 0.06], [0.05, 0.04, -0.04]]
}